Entry 1:
Below is a molecular structure, C30H46BrIrN3P2 at a distorted geometry, with properties calculated with ωB97M-V with the def2-TZVPD basis set.

Values from the calculation:
**Kohn-Sham gap (spin up / spin down)**: 6.699 / 5.356 eV
**Lowest unoccupied orbital energy (spin up / spin down)**: -11.398 / -13.835 eV
**Relative energy (zero: lowest compared OMol25 entry of this formula, charge and spin)**: 578.3 kJ/mol
**HOMO energy (spin up / spin down)**: -18.10 / -19.19 eV
**Energy**: -127736.54958 eV

```
! wB97M-V def2-TZVPD RIJCOSX def2/J DEFGRID3
* xyz 4 6
C -0.97483 6.80505 -3.31351
C -1.13140 5.42307 -3.48857
C -1.43957 4.96880 -4.78827
C -1.49284 5.88992 -5.83576
N -1.32124 7.19359 -5.64045
C -1.04841 7.64685 -4.42292
C -0.99447 4.52747 -2.37453
C -1.02596 3.64720 -1.50872
C -1.18442 2.45224 -0.83979
C 0.12606 1.87134 -0.68602
C 0.18708 0.41643 -0.68581
C -1.00789 -0.20625 0.01863
C -2.26225 0.39839 -0.19305
C -2.36399 1.70821 -0.65552
Ir 0.49184 1.19370 1.11774
P 2.07995 -0.85306 0.96153
H -1.65696 3.93128 -5.00899
H -0.81456 7.24718 -2.34116
H -1.67723 5.57095 -6.86164
H -0.87991 8.71770 -4.32450
H -3.32817 2.16245 -0.94794
H 1.00300 2.47047 -0.96626
H -3.15850 -0.16278 0.07103
H 0.91941 0.04647 -1.40910
C 1.90884 -2.32323 2.11725
C 2.50148 -3.68092 1.73286
H 0.82169 -2.39784 2.24678
H 2.33059 -2.00892 3.07811
H 2.39886 -4.37406 2.57915
H 1.98241 -4.16324 0.89108
H 3.57446 -3.61971 1.50954
C 2.25883 -1.69158 -0.68549
C 3.20549 -0.99847 -1.66939
H 1.22621 -1.76968 -1.05402
H 2.59606 -2.73348 -0.55554
H 3.06562 -1.43015 -2.67309
H 3.05975 0.08885 -1.76190
H 4.24097 -1.20742 -1.36509
C 3.79682 -0.27269 1.36088
C 4.95048 -1.28292 1.36372
H 3.69203 0.19365 2.35361
H 3.98610 0.54023 0.64449
H 5.88671 -0.72900 1.53118
H 4.86665 -2.01787 2.17536
H 5.06139 -1.81106 0.40689
Br -1.34138 -1.68911 1.31912
P -2.51636 -3.39473 -1.36802
C -0.76928 -3.46689 -0.84885
C -0.14742 -4.78689 -1.25056
H -0.73843 -3.31646 0.25772
H -0.28267 -2.59767 -1.30058
H 0.93365 -4.66688 -1.39446
H -0.32667 -5.55803 -0.48647
H -0.57967 -5.13902 -2.19872
C -3.53606 -3.28349 0.16545
C -4.90262 -3.91687 -0.02563
H -3.64278 -2.23289 0.46024
H -2.97441 -3.80483 0.94994
H -5.36259 -4.04950 0.95345
H -5.53682 -3.26989 -0.63342
H -4.83365 -4.89133 -0.51475
C -2.76424 -1.84290 -2.34234
C -3.18638 -2.08690 -3.82059
H -1.84364 -1.23995 -2.27393
H -3.58147 -1.31677 -1.81974
H -3.53388 -1.12151 -4.23880
H -2.36610 -2.47839 -4.45631
H -4.03076 -2.80435 -3.84797
C 2.42955 0.81248 6.27800
C 1.55058 1.22800 5.14693
C 0.67018 2.31252 5.10323
C 0.15601 2.38734 3.78997
N 0.76803 1.43109 3.05938
N 1.55860 0.70342 3.89325
C -0.86475 3.23623 3.15648
H 3.36463 1.39951 6.24677
H 1.89965 1.07683 7.19946
H 2.65933 -0.25869 6.29411
H 0.46267 2.99743 5.91337
H 2.11448 -0.11561 3.59582
H -1.60862 3.56041 3.88580
H -0.41084 4.13386 2.71754
H -1.34205 2.67330 2.33228
*
```

***

Entry 2:
Below is a molecular structure, C30H46Cl2N5O10ScSi at a distorted geometry, with properties calculated with ωB97M-V with the def2-TZVPD basis set.

Values from the calculation:
**Kohn-Sham gap**: 5.000 eV
**Lowest unoccupied orbital energy**: -1.326 eV
**Relative energy (zero: lowest compared OMol25 entry of this formula, charge and spin)**: 421.3 kJ/mol
**HOMO energy**: -6.33 eV
**Energy**: -113403.04534 eV

```
! wB97M-V def2-TZVPD RIJCOSX def2/J DEFGRID3
* xyz 0 1
C 4.94140 -2.07595 -3.55715
C 3.72231 -1.17089 -3.65807
H 4.83145 -3.07704 -4.03199
H 5.17814 -2.20770 -2.48338
H 5.84271 -1.56422 -3.96469
C 3.45410 -0.40028 -4.75044
C 4.10444 -0.58761 -6.08159
H 3.07659 0.60452 -4.63439
H 3.80850 -1.51606 -6.58593
H 5.20837 -0.63115 -5.99036
H 3.94507 0.29733 -6.76032
Sc -0.95868 -0.87070 1.15446
Cl 0.86392 -0.82933 2.67539
C -0.38300 2.26004 0.73699
O -0.99266 1.20535 0.44311
N -0.91420 3.45164 0.50721
C -2.21693 3.57125 -0.14670
C -0.24110 4.67778 0.91917
H 0.60636 2.27966 1.24017
H -3.00990 3.15804 0.49126
H -2.22504 3.07726 -1.12456
H -2.38013 4.64946 -0.28016
H 0.80116 4.42026 1.19035
H -0.76811 5.09554 1.80185
H -0.24316 5.39725 0.07616
H -5.56879 -2.44369 2.99532
H -4.36476 -1.73311 4.98670
C -4.63786 -2.24411 2.45649
C -3.73351 -2.58250 4.75469
N -3.51850 -2.63655 3.31460
H -4.60561 -1.17940 2.19752
C -2.35386 -3.02864 2.80589
O -1.94640 -2.70156 1.65050
H -2.78561 -2.50312 5.27281
H -1.74381 -3.69533 3.45872
H -4.65433 -2.86010 1.54484
H -4.23285 -3.48417 5.09126
H -0.52871 -2.61334 -3.18472
H -0.55259 -0.16615 -4.93884
C -1.53330 -2.25301 -3.44869
C -1.54638 -0.04327 -4.48114
N -1.60291 -0.81720 -3.24939
H -2.30580 -2.74603 -2.86579
C -1.75330 -0.27501 -2.02136
O -1.97951 -0.95492 -0.98839
H -1.72502 1.01861 -4.28279
H -1.64652 0.84254 -2.00415
H -1.70193 -2.49656 -4.48678
H -2.29204 -0.43660 -5.18784
O 2.26303 -1.91799 -2.64768
C 3.03214 -0.83264 -2.35102
C 1.37279 1.01892 -2.94795
C 2.49830 0.60158 -2.28053
H 0.81793 0.27527 -3.52327
C 0.96719 2.35207 -2.92092
H 3.78023 -0.99650 -1.54763
C 3.21214 1.52275 -1.48619
H 0.12415 2.67736 -3.50769
C 1.67437 3.27453 -2.12636
C 2.80085 2.85945 -1.41897
H 4.12180 1.20264 -0.97752
H 1.35796 4.32734 -2.09584
H 3.35580 3.59331 -0.81152
Si 1.04881 -3.53074 -1.23792
Cl 0.78614 -1.13983 -0.34988
C -0.80179 -4.00955 -1.45058
C 1.19601 -4.10483 0.58405
C 2.26161 -4.38475 -2.35136
H -1.45426 -3.13010 -1.30931
H -1.12088 -4.71556 -0.68346
H -0.97033 -4.48171 -2.42747
H 1.90079 -4.39918 -3.39095
H 2.36374 -5.42281 -2.01885
H 3.24328 -3.89621 -2.29433
H 1.52195 -3.29059 1.24846
H 1.88959 -4.95163 0.65421
H 0.20808 -4.45159 0.93264
O -3.57161 1.71439 2.67123
C -2.55726 1.13067 3.06644
O -2.13080 -0.01976 2.62285
C -1.72255 1.85254 4.11498
C -1.96869 3.21570 4.21545
C -1.17909 4.03295 5.04922
C -0.18599 3.49271 5.86830
C 0.01814 2.11176 5.83974
C -0.73386 1.28594 4.93916
N 1.12166 1.58260 6.58431
O 1.75687 2.38540 7.30294
O 1.44623 0.38481 6.48039
N -1.21738 5.47022 4.84622
O -1.86684 5.89465 3.86342
O -0.54363 6.20326 5.60076
H -2.79873 3.67176 3.68618
H 0.43782 4.13646 6.51449
H -0.49342 0.22369 4.89585
*
```

***

Entry 3:
Below is 4 unconnected molecules or ions with the total composition C30H46N2O8 at a distorted geometry, with properties calculated with ωB97M-V with the def2-TZVPD basis set.

Values from the calculation:
**Kohn-Sham gap**: 8.497 eV
**Lowest unoccupied orbital energy**: -0.592 eV
**Relative energy (zero: lowest compared OMol25 entry of this formula, charge and spin)**: 0.0 kJ/mol
**HOMO energy**: -9.09 eV
**Energy**: -51212.61452 eV
**SMILES string**: CCCCCCCCCc1cc(O)c2c(c1)C(=O)C(CN)=C(CON=O)C2=O.CC(C)=O.CC(C)=O.CC(C)=O

```
! wB97M-V def2-TZVPD RIJCOSX def2/J DEFGRID3
* xyz 0 1
C -2.91268 0.64008 -1.61825
C -1.88007 -0.48758 -1.64205
C -2.28283 -1.71022 -0.79358
C -1.28968 -1.98574 0.35685
C -1.59473 -1.08067 1.55228
C -0.91465 -1.53243 2.85875
C 0.25063 -0.58884 3.23632
C 0.61310 -0.66508 4.71660
C 1.47758 0.53614 5.22929
C 2.28872 1.11921 4.10000
C 1.99478 2.34356 3.50881
C 2.73039 2.84460 2.42745
O 2.41729 4.05540 1.87337
C 3.79305 2.09129 1.92423
C 4.10559 0.87675 2.54868
C 3.38482 0.38221 3.62587
C 5.25677 0.11299 1.99514
O 6.02638 -0.49544 2.69384
C 5.39750 0.19909 0.50875
C 5.83258 -1.08280 -0.19821
N 5.27428 -2.24930 0.50463
C 5.09278 1.35673 -0.08494
C 5.14690 1.59219 -1.55678
O 3.90111 2.18677 -1.99294
N 2.82808 1.36518 -1.59883
O 1.95903 1.99948 -1.14486
C 4.61740 2.49714 0.75609
O 4.89752 3.63512 0.50061
H -2.82281 1.24267 -2.52356
H -3.92548 0.24622 -1.61271
H -2.75829 1.32564 -0.78710
H -1.81529 -0.81991 -2.67850
H -0.89527 -0.10253 -1.37785
H -2.36387 -2.60718 -1.40022
H -3.24234 -1.48285 -0.33646
H -0.29532 -1.75228 -0.02830
H -1.30942 -3.03631 0.64147
H -1.28363 -0.07227 1.27725
H -2.66947 -1.06157 1.72684
H -0.56358 -2.55797 2.75687
H -1.61911 -1.50139 3.69008
H 1.09121 -0.88076 2.60951
H -0.08588 0.41244 2.97775
H 1.17294 -1.57921 4.90827
H -0.32618 -0.69055 5.26481
H 2.19948 0.18939 5.96245
H 0.78846 1.27056 5.63652
H 1.17149 2.94544 3.87103
H 1.59556 3.99882 1.37544
H 3.66316 -0.56127 4.07258
H 6.91135 -1.18731 -0.16769
H 5.45782 -1.13357 -1.21350
H 5.84769 -2.52277 1.28510
H 4.31579 -2.10619 0.78538
H 5.93093 2.27628 -1.85994
H 5.27656 0.66806 -2.11378
C 9.56937 2.84399 -0.01119
C 8.96797 1.46060 0.02615
C 9.01752 0.72937 1.33974
O 8.45635 0.96771 -0.95382
H 9.46211 3.25972 -1.01043
H 9.05690 3.49262 0.70101
H 10.62920 2.79770 0.24376
H 8.47178 1.30572 2.08924
H 10.04622 0.59202 1.67577
H 8.54669 -0.24470 1.23318
C -7.05129 -0.76446 -2.41885
C -6.68164 -2.20219 -2.13494
C -7.53020 -3.27751 -2.76611
O -5.73976 -2.48111 -1.42721
H -6.35154 -0.11479 -1.89511
H -6.99598 -0.56413 -3.48667
H -8.06062 -0.55999 -2.06821
H -7.50071 -3.18896 -3.85153
H -8.56359 -3.18216 -2.43293
H -7.14639 -4.25279 -2.47294
C -10.96937 -0.81614 -5.94362
C -10.31612 -0.65048 -4.59355
C -10.99900 0.27465 -3.61503
O -9.29359 -1.23128 -4.30877
H -10.38200 -1.50299 -6.54835
H -11.97657 -1.21814 -5.82441
H -11.02669 0.14716 -6.45267
H -12.00747 -0.08346 -3.40327
H -11.05691 1.28140 -4.03110
H -10.43283 0.30718 -2.68704
*
```

***

Entry 4:
Below is 2 unconnected molecules or ions with the total composition C30H47BClN2O8PS2 at a distorted geometry, with properties calculated with ωB97M-V with the def2-TZVPD basis set.

Values from the calculation:
**Kohn-Sham gap**: 7.149 eV
**Lowest unoccupied orbital energy**: -0.408 eV
**Relative energy (zero: lowest compared OMol25 entry of this formula, charge and spin)**: 0.0 kJ/mol
**HOMO energy**: -7.56 eV
**Energy**: -95391.05576 eV
**SMILES string**: CCOC(=O)CCCc1cc2c(cc1P(=O)(O)O)Sc1cc(CCCCS(=O)(=O)Cl)ccc1N2B(O)N(C)C.CCCCCC

```
! wB97M-V def2-TZVPD RIJCOSX def2/J DEFGRID3
* xyz 0 1
C -6.00590 2.31009 -8.21497
C -6.44865 0.80645 -8.32529
O -6.56601 0.11196 -7.06571
C -5.37896 0.07757 -6.34496
O -5.45934 0.19309 -5.14401
C -3.94395 -0.05257 -6.95685
C -3.50400 -1.52869 -7.30363
C -3.99839 -2.63491 -6.30612
C -3.26402 -2.69993 -4.92801
C -2.20349 -1.74426 -4.54299
C -1.53738 -1.77585 -3.21297
C -1.96540 -2.85274 -2.31353
C -2.97577 -3.82276 -2.69576
C -3.67029 -3.77037 -3.99728
P -4.92241 -5.08765 -4.28247
O -4.31685 -6.41731 -3.93174
O -6.16555 -4.84794 -3.17782
O -5.60396 -5.09886 -5.77795
S -1.22069 -3.04135 -0.67533
C -0.16290 -1.58205 -0.52975
C 0.47206 -1.38363 0.79561
C 1.35343 -0.24557 1.03958
C 2.02734 0.06285 2.42320
C 1.60175 -0.91611 3.58291
C 2.69538 -1.00371 4.76186
C 2.07679 -0.48379 6.14277
S 1.04659 -1.73978 6.99527
O 0.26571 -1.04622 8.01982
O 1.90918 -2.78581 7.52743
Cl -0.29929 -2.64298 5.70876
C 1.60294 0.64987 -0.11156
C 0.97067 0.44625 -1.42667
C 0.03019 -0.68783 -1.66698
N -0.55659 -0.74492 -2.98529
B -1.30677 0.58629 -3.11067
O -2.56495 0.73085 -2.47863
N -0.59784 1.64736 -3.86461
C -0.74810 2.98677 -3.23620
C -0.97540 1.67590 -5.29690
H -6.84980 3.02475 -8.01477
H -5.60719 2.60158 -9.23422
H -5.17495 2.50622 -7.49083
H -5.76316 0.22076 -8.99245
H -7.46709 0.80470 -8.81133
H -3.86576 0.54701 -7.91363
H -3.24232 0.45096 -6.23910
H -2.39633 -1.58000 -7.47721
H -3.97723 -1.77017 -8.30392
H -3.83974 -3.62823 -6.82184
H -5.11343 -2.57119 -6.13556
H -1.93781 -0.99314 -5.32688
H -3.22645 -4.63731 -1.97150
H -5.68489 -4.57998 -2.36538
H -5.70999 -6.02913 -6.05590
H 0.26097 -2.12604 1.60843
H 1.63970 1.08608 2.71774
H 3.14255 0.14868 2.36433
H 1.40880 -1.96964 3.26141
H 0.64615 -0.54089 4.05376
H 3.58401 -0.37611 4.46236
H 2.96532 -2.08008 4.91130
H 1.37825 0.35435 5.85618
H 2.91313 -0.14970 6.80792
H 2.27383 1.52570 0.04150
H 1.24649 1.19057 -2.20578
H -2.36681 0.93167 -1.53914
H -1.27078 3.64942 -3.99045
H 0.25465 3.42443 -2.94972
H -1.39289 2.96698 -2.32014
H -2.08098 1.85029 -5.41579
H -0.58502 0.80370 -5.88938
H -0.47253 2.58828 -5.74150
C 4.37537 2.73859 6.94448
C 5.73695 2.05560 6.99937
C 6.02934 1.39821 8.34855
C 6.09233 2.35604 9.54101
C 7.11773 3.48347 9.41822
C 8.55412 2.98423 9.31981
H 4.30343 3.55496 7.66562
H 4.20521 3.15938 5.95067
H 3.57385 2.02463 7.15138
H 6.51943 2.77606 6.74661
H 5.76962 1.28235 6.22444
H 6.97225 0.84771 8.27363
H 5.25910 0.64582 8.55197
H 6.31392 1.77143 10.44026
H 5.10405 2.79631 9.70720
H 7.03211 4.12552 10.30022
H 6.88883 4.11673 8.55565
H 8.81880 2.38533 10.19468
H 9.24488 3.82892 9.26903
H 8.71083 2.37652 8.42611
*
```

***

Entry 5:
Below is a molecular structure, C30H47BCoO2P2 at a distorted geometry, with properties calculated with ωB97M-V with the def2-TZVPD basis set.

Values from the calculation:
**Kohn-Sham gap (spin up / spin down)**: 5.604 / 6.557 eV
**Lowest unoccupied orbital energy (spin up / spin down)**: -1.837 / -3.827 eV
**Relative energy (zero: lowest compared OMol25 entry of this formula, charge and spin)**: 480.5 kJ/mol
**HOMO energy (spin up / spin down)**: -7.44 / -10.38 eV
**Energy**: -92837.49743 eV

```
! wB97M-V def2-TZVPD RIJCOSX def2/J DEFGRID3
* xyz 1 5
Co -0.40105 -0.01371 0.82566
C 0.71992 1.09168 2.39631
C -0.29181 0.11677 2.78722
C 1.77175 -0.97507 2.66739
C 2.00052 0.40057 2.26450
C 0.39646 -1.16626 2.88564
C 0.54044 2.55757 2.59070
H -0.52652 2.83596 2.64231
H 1.01332 3.15517 1.79022
H 0.98990 2.87800 3.55087
C 3.28818 1.12022 2.58359
H 3.34540 2.10048 2.09605
H 4.17054 0.54122 2.28436
H 3.35935 1.28429 3.67747
C 2.81131 -1.96750 3.05088
H 2.87968 -2.05318 4.15035
H 3.80836 -1.68480 2.68371
H 2.58143 -2.96751 2.65726
C -0.24146 -2.38199 3.45186
H -0.10236 -2.42783 4.54638
H 0.18390 -3.30538 3.03445
H -1.32444 -2.38588 3.27141
C -1.57859 0.44025 3.46287
H -1.44992 0.37575 4.55259
H -2.36948 -0.26241 3.16362
H -1.89888 1.46061 3.22735
C -2.36282 1.86978 -3.25725
C -2.78587 2.59020 -2.20068
C -4.21923 2.58670 -1.74280
C -4.78969 1.14091 -1.58771
C -3.84446 0.05074 -1.17094
C -3.15707 -0.71882 -2.03435
C -3.24975 -0.59174 -3.52738
C -3.18355 0.88269 -4.04562
H -4.87989 3.11408 -2.45653
H -5.21276 0.87984 -2.56392
H -4.32166 3.16093 -0.80886
H -4.21159 1.25059 -4.16646
H -1.35778 2.04744 -3.66643
H -2.14538 3.35757 -1.74275
H -2.76766 0.85933 -5.06910
H -2.44921 -1.16984 -4.01922
H -2.67725 -1.63549 -1.70121
H -4.18804 -1.03974 -3.90714
H -5.63634 1.17591 -0.88551
H -3.86150 -0.15042 -0.09648
P -0.02760 1.23668 -0.85744
P -0.45484 -1.92265 -0.19522
C -0.14462 0.04114 -2.24219
C -0.00547 -1.47990 -1.94120
H 0.60474 0.37914 -2.97309
H -1.13977 0.22553 -2.65701
H -0.69623 -2.03758 -2.59097
H 1.02724 -1.79962 -2.17348
C 0.46524 -3.42821 0.14609
H 0.14324 -3.82317 1.11424
H 1.53828 -3.22771 0.15756
H 0.20255 -4.12494 -0.65972
C -2.09324 -2.52096 0.35657
H -2.42519 -3.32373 -0.31725
H -2.82641 -1.70838 0.39093
H -1.94238 -2.92210 1.37001
C 0.63968 2.84801 -1.16707
H 0.43258 3.52888 -0.31888
H 0.16878 3.22594 -2.08787
H 1.72208 2.70291 -1.27909
C -1.57774 1.52275 0.16615
H -1.70262 0.99279 1.16313
H -2.42736 1.18940 -0.43902
H -1.70244 2.61249 0.35835
O 2.61068 0.86033 -0.36534
B 1.70269 -0.13254 0.22723
O 2.43563 -1.41828 -0.01849
C 3.68595 -1.13088 -0.48222
C 4.81302 -1.94799 -0.52804
C 6.02701 -1.35016 -0.88767
C 6.10636 0.02106 -1.14793
C 4.97273 0.83382 -1.07932
C 3.77276 0.23647 -0.72586
H 4.73443 -3.00499 -0.28343
H 6.93287 -1.95384 -0.97738
H 7.06342 0.47418 -1.41006
H 4.98945 1.89845 -1.28972
*
```